Here is a molecular structure, C31H60I3NO16 from OMol25. Energies are from the ωB97M-V functional and the def2-TZVPD basis.

```
! wB97M-V def2-TZVPD RIJCOSX def2/J DEFGRID3
* xyz 0 1
C 7.1513 0.2694 2.3702
C 6.0325 -0.7651 2.2857
C 4.7620 -0.2348 1.6167
C 4.1120 0.9203 2.3893
C 2.5909 1.0159 2.2402
C 2.0879 0.9435 0.7985
C 0.5518 0.9732 0.6996
C -0.0122 2.3261 0.2647
C -1.4931 2.2703 -0.0920
C -2.4235 1.8693 1.0569
N -2.0287 2.4618 2.3288
C -2.9931 2.5485 3.3587
I -4.2506 4.3378 3.1078
C -3.9990 1.4023 3.4785
O -3.4082 0.1142 3.4972
C -2.3701 -0.0845 4.4442
C -2.1630 -1.5693 4.6295
I -2.7867 -2.3146 6.4621
C -1.6037 -2.2997 3.6729
C -1.1131 -1.7019 2.3769
I -1.2908 -4.3466 3.8153
H 7.9903 -0.1033 2.9605
H 6.8040 1.1838 2.8569
H 7.5236 0.5197 1.3745
H 6.3872 -1.6182 1.7001
H 5.7735 -1.1176 3.2883
H 4.0440 -1.0593 1.5422
H 4.9976 0.0789 0.5949
H 4.5413 1.8736 2.0625
H 4.3675 0.8221 3.4497
H 2.2677 1.9771 2.6571
H 2.1167 0.2217 2.8293
H 2.4866 1.8008 0.2459
H 2.4655 0.0363 0.3230
H 0.2028 0.2094 -0.0031
H 0.1450 0.6839 1.6781
H 0.5443 2.6446 -0.6225
H 0.1694 3.0910 1.0262
H -1.6115 1.5308 -0.8914
H -1.8115 3.2326 -0.5029
H -2.4499 0.7757 1.1196
H -3.4373 2.2161 0.8469
H -1.1542 2.0996 2.6795
H -2.4899 2.7361 4.3043
H -4.6654 1.4126 2.6161
H -4.6185 1.5566 4.3716
H -1.4244 0.3519 4.0942
H -2.6375 0.3809 5.3961
H -1.8442 -0.9902 1.9901
H -0.9558 -2.4640 1.6183
H -0.1699 -1.1723 2.5392
C -0.9364 -0.4370 -3.8801
O -0.0667 0.6382 -3.5032
C 1.0032 0.7847 -4.2835
O 1.2838 0.1016 -5.2313
O 1.7117 1.8170 -3.8257
C 2.9020 2.0891 -4.5744
H -1.7413 -0.4281 -3.1507
H -1.3338 -0.2703 -4.8803
H -0.4087 -1.3877 -3.8449
H 2.6569 2.3278 -5.6071
H 3.5722 1.2323 -4.5500
H 3.3609 2.9431 -4.0863
C -8.6207 -5.7490 3.4150
O -8.2087 -4.5056 3.9927
C -7.1340 -3.9657 3.4222
O -6.5228 -4.4345 2.4963
O -6.8530 -2.8255 4.0435
C -5.6982 -2.1438 3.5367
H -9.4942 -6.0545 3.9820
H -8.8763 -5.6168 2.3657
H -7.8309 -6.4919 3.5042
H -5.8364 -1.8884 2.4877
H -4.8095 -2.7629 3.6506
H -5.5998 -1.2431 4.1334
C 8.6376 4.1582 0.4469
O 9.5942 4.0740 -0.6156
C 9.9196 2.8294 -0.9584
O 9.4806 1.8272 -0.4575
O 10.8100 2.8825 -1.9458
C 11.2500 1.6017 -2.4114
H 8.4790 5.2196 0.6084
H 7.7058 3.6737 0.1615
H 9.0261 3.6899 1.3491
H 10.4109 1.0267 -2.7974
H 11.7292 1.0472 -1.6072
H 11.9616 1.8120 -3.2032
C -3.2686 2.9160 -4.5642
O -4.5205 2.4946 -5.1133
C -4.4088 1.7862 -6.2354
O -3.3765 1.4760 -6.7710
O -5.6310 1.4745 -6.6597
C -5.6567 0.7040 -7.8665
H -3.5100 3.4539 -3.6527
H -2.6402 2.0574 -4.3342
H -2.7433 3.5711 -5.2565
H -5.1395 -0.2430 -7.7261
H -5.1895 1.2540 -8.6807
H -6.7076 0.5342 -8.0775
C -3.6811 -3.4581 -0.0896
O -2.4408 -3.0488 -0.6885
C -1.8045 -4.0047 -1.3574
O -2.1778 -5.1376 -1.5058
O -0.6702 -3.4912 -1.8418
C 0.1210 -4.4218 -2.5888
H -4.0600 -2.5747 0.4130
H -4.3908 -3.7913 -0.8427
H -3.5150 -4.2516 0.6349
H -0.4328 -4.7901 -3.4499
H 0.4155 -5.2619 -1.9633
H 0.9955 -3.8652 -2.9113
*
```

Values from the calculation:
Frontier orbital gap in eV: 9.1
E_tot in Eh: -3368.87716
Highest occupied orbital energy in eV: -8.912

Atomic partial charges in e from the Mulliken method, atoms 1 to 99: number 1, C, carries -1.062; number 2, C, carries -0.682; number 3, C, carries -0.535; number 4, C, carries -0.693; number 5, C, carries -0.543; number 6, C, carries -0.855; number 7, C, carries 1.492; number 8, C, carries -1.014; number 9, C, carries -0.715; number 10, C, carries -0.079; number 11, N, carries 0.105; number 12, C, carries -1.237; number 13, I, carries 0.000; number 14, C, carries -0.948; number 15, O, carries 0.177; number 16, C, carries -0.533; number 17, C, carries -0.587; number 18, I, carries 0.152; number 19, C, carries -0.050; number 20, C, carries -0.118; number 21, I, carries 0.145; number 22, H, carries 0.378; number 23, H, carries 0.283; number 24, H, carries 0.274; number 25, H, carries 0.341; number 26, H, carries 0.334; number 27, H, carries 0.390; number 28, H, carries 0.286; number 29, H, carries 0.281; number 30, H, carries 0.432; number 31, H, carries 0.293; number 32, H, carries 0.192; number 33, H, carries 0.293; number 34, H, carries 0.338; number 35, H, carries 0.151; number 36, H, carries -1.103; number 37, H, carries 0.542; number 38, H, carries 0.332; number 39, H, carries 0.086; number 40, H, carries 0.362; number 41, H, carries -0.199; number 42, H, carries 0.558; number 43, H, carries 0.143; number 44, H, carries 0.782; number 45, H, carries 0.426; number 46, H, carries 0.517; number 47, H, carries -0.002; number 48, H, carries 0.753; number 49, H, carries -0.461; number 50, H, carries 0.511; number 51, H, carries 0.067; number 52, C, carries -0.659; number 53, O, carries -0.052; number 54, C, carries 0.594; number 55, O, carries -0.562; number 56, O, carries -0.268; number 57, C, carries -0.696; number 58, H, carries 0.154; number 59, H, carries 0.395; number 60, H, carries 0.254; number 61, H, carries 0.300; number 62, H, carries 0.298; number 63, H, carries 0.216; number 64, C, carries -0.623; number 65, O, carries -0.351; number 66, C, carries 0.720; number 67, O, carries -0.542; number 68, O, carries -0.352; number 69, C, carries -0.251; number 70, H, carries 0.215; number 71, H, carries 0.292; number 72, H, carries 0.295; number 73, H, carries 0.249; number 74, H, carries 0.207; number 75, H, carries 0.138; number 76, C, carries -0.599; number 77, O, carries -0.313; number 78, C, carries 0.813; number 79, O, carries -0.546; number 80, O, carries -0.336; number 81, C, carries -0.619; number 82, H, carries 0.215; number 83, H, carries 0.275; number 84, H, carries 0.293; number 85, H, carries 0.293; number 86, H, carries 0.294; number 87, H, carries 0.215; number 88, C, carries -0.260; number 89, O, carries -0.340; number 90, C, carries 0.833; number 91, O, carries -0.548; number 92, O, carries -0.347; number 93, C, carries -0.624; number 94, H, carries 0.224; number 95, H, carries -0.043; number 96, H, carries 0.322; number 97, H, carries 0.297; number 98, H, carries 0.293; number 99, H, carries 0.215


Here is 9 unconnected molecules or ions with the total composition C31H60O37S8 at a distorted geometry from OMol25. Energies are from the ωB97M-V functional and the def2-TZVPD basis.

```
! wB97M-V def2-TZVPD RIJCOSX def2/J DEFGRID3
* xyz 0 1
C 0.5641 -2.0998 1.9198
C -0.0739 -2.5741 0.5113
C 0.8385 -3.6580 -0.2403
C 2.0300 -3.0346 -1.1055
C 1.5518 -1.9239 -2.1735
C 2.7103 -1.6136 -3.2670
C 3.9221 -0.7514 -2.6102
C 3.8867 0.7562 -3.1498
C 2.8886 1.7266 -2.3623
C 3.0997 1.7576 -0.7795
O 2.0873 2.6008 -0.1224
C 0.8394 1.9043 -0.2004
O 0.7126 0.8757 0.4816
O -0.1054 2.4407 -1.0840
C -1.4609 2.0652 -0.7259
C -1.8385 0.5722 -1.2474
C -3.3423 0.4491 -1.7810
C -3.3435 -0.1247 -3.2684
O -2.4351 0.0097 -4.0998
O -4.5158 -0.8471 -3.6750
H 0.3479 -2.8252 2.7730
H 1.6760 -1.8842 1.7789
H 0.0222 -1.1236 2.2007
H -0.2105 -1.6179 -0.1166
H -1.1218 -2.9666 0.7181
H 1.2754 -4.3654 0.5420
H 0.1433 -4.2232 -0.9601
H 2.8047 -2.6035 -0.3834
H 2.5403 -3.8885 -1.6621
H 1.2972 -0.9905 -1.5506
H 0.6180 -2.2494 -2.7606
H 2.2930 -1.0745 -4.1898
H 3.1026 -2.6348 -3.6146
H 3.8845 -0.8500 -1.4747
H 4.9045 -1.2619 -2.9313
H 3.4958 0.7027 -4.2320
H 4.9484 1.1701 -3.2304
H 1.8264 1.4374 -2.6828
H 3.0725 2.7916 -2.7588
H 4.1203 2.2476 -0.5997
H 3.1433 0.7377 -0.2840
H -2.1619 2.7629 -1.3186
H -1.7193 2.2329 0.3652
H -1.7224 -0.1038 -0.3381
H -1.0384 0.2815 -2.0037
H -3.8817 1.4425 -1.6587
H -3.8663 -0.3216 -1.1181
H -4.6390 -1.5228 -2.9690
O -1.4708 -0.7975 6.5526
S -1.2103 -0.1920 5.2802
O -1.8688 -0.5996 4.0753
O 0.3901 -0.2138 5.0272
C 0.8656 1.1202 4.8393
C -0.0885 2.0010 5.6302
O -1.3788 1.4141 5.4378
H 0.8227 1.3496 3.7703
H 1.8947 1.2106 5.1875
H -0.0813 3.0339 5.2879
H 0.1403 1.9708 6.6960
O -9.4219 -4.0512 -3.7638
S -9.1592 -3.4384 -5.0312
O -9.8143 -3.8407 -6.2373
O -7.5567 -3.4567 -5.2793
C -7.0847 -2.1198 -5.4580
C -8.0436 -1.2455 -4.6668
O -9.3298 -1.8331 -4.8663
H -7.1249 -1.8842 -6.5251
H -6.0576 -2.0283 -5.1056
H -8.0370 -0.2096 -5.0044
H -7.8182 -1.2802 -3.5968
O 3.6899 8.3750 -1.4240
S 2.2682 8.2378 -1.3184
O 1.3675 9.3319 -1.5141
O 1.9327 7.5370 0.1053
C 1.2096 6.3245 -0.1162
C 1.6614 5.8321 -1.4809
O 1.8019 7.0127 -2.2734
H 0.1416 6.5594 -0.1147
H 1.4230 5.6035 0.6732
H 0.9446 5.1477 -1.9341
H 2.6395 5.3464 -1.4211
O -3.2557 0.2527 1.3114
S -4.0305 1.4276 1.5633
O -3.6168 2.7365 1.1567
O -4.3889 1.4674 3.1426
C -5.8066 1.4878 3.3132
C -6.3674 0.7661 2.0988
O -5.5347 1.1721 1.0113
H -6.1319 2.5316 3.3376
H -6.0845 0.9999 4.2477
H -7.4079 1.0250 1.9045
H -6.2771 -0.3185 2.2073
O 2.6747 -3.5761 -5.4193
S 1.5235 -4.1133 -6.0808
O 1.0394 -5.4379 -5.8414
O 1.7179 -3.9117 -7.6786
C 0.6379 -3.1342 -8.1979
C 0.1894 -2.2496 -7.0451
O 0.2938 -3.0744 -5.8848
H -0.1584 -3.8184 -8.5039
H 0.9671 -2.5532 -9.0597
H -0.8312 -1.8886 -7.1698
H 0.8629 -1.3973 -6.9159
O 4.9468 -0.7080 3.6667
S 5.1989 -0.1199 2.3867
O 4.5406 -0.5488 1.1909
O 6.8001 -0.1343 2.1292
C 7.2643 1.2002 1.9218
C 6.3050 2.0852 2.7023
O 5.0208 1.4875 2.5216
H 7.2168 1.4150 0.8504
H 8.2934 1.3031 2.2664
H 6.3040 3.1146 2.3446
H 6.5367 2.0722 3.7712
O 2.9352 -7.2049 2.9652
S 3.0613 -6.6214 1.6642
O 2.6866 -5.2698 1.3796
O 2.3262 -7.5977 0.5981
C 3.2630 -8.0131 -0.3966
C 4.6171 -7.9956 0.2951
O 4.5820 -6.8507 1.1471
H 3.2298 -7.2923 -1.2183
H 3.0046 -9.0032 -0.7729
H 5.4440 -7.9243 -0.4111
H 4.7512 -8.8809 0.9235
O 0.3574 4.0238 7.4250
S -0.4188 5.2012 7.6799
O -0.0027 6.5069 7.2722
O -0.7753 5.2387 9.2608
C -2.1934 5.2599 9.4321
C -2.7550 4.5398 8.2163
O -1.9228 4.9466 7.1291
H -2.5180 6.3038 9.4581
H -2.4715 4.7709 10.3659
H -3.7954 4.7995 8.0225
H -2.6653 3.4548 8.3234
*
```

Values from the calculation:
Frontier orbital gap in eV: 9.6
E_tot in Eh: -7186.28191
Highest occupied orbital energy in eV: -9.684

Atomic partial charges in e from the Mulliken method, atoms 1 to 99: number 1, C, carries -0.433; number 2, C, carries 0.606; number 3, C, carries -0.459; number 4, C, carries -0.096; number 5, C, carries 0.670; number 6, C, carries -0.615; number 7, C, carries 0.154; number 8, C, carries -1.086; number 9, C, carries 0.150; number 10, C, carries 0.110; number 11, O, carries -0.291; number 12, C, carries 0.168; number 13, O, carries -0.324; number 14, O, carries -0.347; number 15, C, carries -0.415; number 16, C, carries 0.643; number 17, C, carries -0.413; number 18, C, carries 0.172; number 19, O, carries -0.503; number 20, O, carries -0.390; number 21, H, carries 0.409; number 22, H, carries 0.042; number 23, H, carries -0.138; number 24, H, carries -1.046; number 25, H, carries 0.542; number 26, H, carries 0.016; number 27, H, carries 0.354; number 28, H, carries -0.109; number 29, H, carries 0.345; number 30, H, carries -0.763; number 31, H, carries 0.338; number 32, H, carries 0.111; number 33, H, carries 0.277; number 34, H, carries -0.178; number 35, H, carries 0.330; number 36, H, carries 0.363; number 37, H, carries 0.357; number 38, H, carries -0.008; number 39, H, carries 0.228; number 40, H, carries 0.276; number 41, H, carries -0.198; number 42, H, carries 0.312; number 43, H, carries 0.291; number 44, H, carries -0.354; number 45, H, carries 0.306; number 46, H, carries 0.318; number 47, H, carries 0.217; number 48, H, carries 0.333; number 49, O, carries -0.631; number 50, S, carries 0.973; number 51, O, carries -0.370; number 52, O, carries -0.299; number 53, C, carries 0.159; number 54, C, carries -0.276; number 55, O, carries -0.270; number 56, H, carries -0.140; number 57, H, carries 0.337; number 58, H, carries 0.260; number 59, H, carries 0.289; number 60, O, carries -0.530; number 61, S, carries 1.101; number 62, O, carries -0.531; number 63, O, carries -0.326; number 64, C, carries -0.125; number 65, C, carries -0.276; number 66, O, carries -0.335; number 67, H, carries 0.285; number 68, H, carries 0.168; number 69, H, carries 0.327; number 70, H, carries 0.274; number 71, O, carries -0.550; number 72, S, carries 1.103; number 73, O, carries -0.532; number 74, O, carries -0.358; number 75, C, carries -0.219; number 76, C, carries -0.005; number 77, O, carries -0.367; number 78, H, carries 0.334; number 79, H, carries 0.230; number 80, H, carries 0.222; number 81, H, carries 0.157; number 82, O, carries -0.552; number 83, S, carries 1.291; number 84, O, carries -0.694; number 85, O, carries -0.249; number 86, C, carries -0.353; number 87, C, carries -0.426; number 88, O, carries -0.347; number 89, H, carries 0.302; number 90, H, carries 0.354; number 91, H, carries 0.320; number 92, H, carries 0.295; number 93, O, carries -0.507; number 94, S, carries 1.016; number 95, O, carries -0.573; number 96, O, carries -0.314; number 97, C, carries -0.353; number 98, C, carries -0.306; number 99, O, carries -0.198